{"formula": "C26H73LiO17", "method": "ωB97M-V/def2-TZVPD", "total_charge": 0, "total_energy_ha": -2320.92574, "lumo_energy_ev": -0.07, "e_homo_ev": -8.243, "fmax_ev_per_a": 3.05, "mol_weight_g_mol": 664.79, "homo_lumo_gap_ev": 8.17, "species": ["Li", "C", "C", "O", "H", "H", "H", "H", "H", "C", "C", "C", "O", "H", "H", "H", "H", "H", "H", "H", "H", "C", "C", "C", "O", "H", "H", "H", "H", "H", "H", "H", "H", "C", "C", "C", "O", "H", "H", "H", "H", "H", "H", "H", "H", "C", "C", "C", "O", "H", "H", "H", "H", "H", "H", "H", "H", "C", "C", "O", "O", "H", "H", "H", "H", "H", "H", "C", "C", "O", "O", "H", "H", "H", "H", "H", "H", "C", "C", "O", "O", "H", "H", "H", "H", "H", "H", "C", "C", "O", "O", "H", "H", "H", "H", "H", "H", "C", "C", "O", "O", "H", "H", "H", "H", "H", "H", "C", "C", "O", "O", "H", "H", "H", "H", "H", "H"], "xyz": [[-0.280980, 2.960842, 1.345234], [-1.139690, 0.102534, -0.099662], [0.338833, 0.233081, 0.330453], [0.588245, 1.173450, 1.311834], [-1.535434, 1.031720, -0.508716], [-1.774998, -0.165453, 0.750371], [-1.245052, -0.708836, -0.826237], [0.850281, 0.568929, -0.591111], [0.721573, -0.782579, 0.503600], [4.151828, 1.688899, -3.432949], [3.597763, 1.997520, -2.039591], [2.565947, 3.122319, -1.933569], [2.915513, 0.812844, -1.543366], [5.097987, 2.195346, -3.598950], [3.426733, 1.943048, -4.207519], [4.271609, 0.606857, -3.508448], [4.413635, 2.234399, -1.352715], [1.740148, 3.100974, -2.648264], [2.996210, 4.120176, -2.093778], [2.111105, 3.194515, -0.941489], [2.798927, 1.009633, -0.595111], [-5.706995, 2.228038, -2.766266], [-4.335809, 2.367041, -2.086130], [-3.278617, 1.531002, -2.809681], [-4.002377, 3.728326, -1.953063], [-6.122626, 1.223509, -2.668616], [-5.634926, 2.403845, -3.843143], [-6.437629, 2.912844, -2.334684], [-4.412206, 1.949865, -1.074736], [-3.392511, 0.493902, -2.488954], [-2.240057, 1.829688, -2.667651], [-3.405455, 1.536095, -3.898014], [-4.388406, 4.255979, -2.657192], [-0.514520, 0.572070, -3.399586], [0.263982, -0.733064, -3.282273], [-0.303239, -1.784549, -4.234270], [1.615965, -0.530831, -3.620529], [-0.341311, 1.291280, -2.596589], [-1.603330, 0.447959, -3.393763], [-0.270002, 0.986104, -4.380235], [0.244216, -1.131261, -2.257356], [-1.266692, -2.145456, -3.869869], [0.390522, -2.606466, -4.409841], [-0.514696, -1.388915, -5.232532], [2.059478, 0.084703, -3.009105], [-4.284460, -0.843996, 2.684701], [-5.164112, -2.022547, 3.050813], [-5.541490, -1.974912, 4.539977], [-6.409097, -2.086478, 2.327515], [-3.852179, -1.064852, 1.703935], [-3.396903, -0.757303, 3.318738], [-4.765760, 0.131168, 2.745229], [-4.622043, -2.936701, 2.796384], [-6.001307, -1.044787, 4.857804], [-4.603601, -2.028151, 5.114007], [-5.967548, -2.931698, 4.841887], [-6.257511, -2.735448, 1.633765], [-2.080286, -3.489006, -0.920862], [-0.751004, -4.063129, -1.403172], [0.002710, -4.529255, -0.282069], [-2.969914, -4.455396, -0.386999], [-2.594005, -2.992887, -1.749836], [-1.910224, -2.781440, -0.099233], [-0.151973, -3.372182, -2.000435], [-0.878996, -4.930850, -2.060153], [-0.019340, -5.485502, -0.253233], [-2.652079, -4.601870, 0.532172], [2.425972, 1.446240, 4.300981], [2.260284, 2.430784, 5.433942], [1.337856, 3.460744, 5.059040], [1.243052, 0.680596, 4.173373], [3.280727, 0.773506, 4.407638], [2.526089, 1.998842, 3.357786], [3.174602, 2.892049, 5.827139], [1.834189, 1.928203, 6.312143], [0.938706, 3.807184, 5.857958], [0.890782, 0.764331, 3.278600], [0.356441, 5.034289, -0.325133], [-1.135958, 5.028158, -0.096742], [-1.691235, 3.706795, 0.040561], [1.009113, 4.333982, 0.755592], [0.686344, 6.072225, -0.212235], [0.648017, 4.622841, -1.292786], [-1.670688, 5.509405, -0.918240], [-1.396498, 5.596144, 0.802217], [-2.505780, 3.658883, -0.472361], [1.949567, 4.326131, 0.546895], [-0.750192, -2.582482, 2.501721], [-1.694191, -3.600289, 3.128335], [-2.160048, -4.542131, 2.190152], [0.483046, -3.196091, 2.148718], [-0.473343, -1.776751, 3.180855], [-1.281857, -2.178416, 1.632816], [-2.538197, -3.026725, 3.529583], [-1.149797, -4.030114, 3.972312], [-2.497960, -5.358525, 2.565375], [0.351019, -3.622949, 1.285571], [5.403428, 0.507454, 0.394530], [4.028213, 0.435865, 1.011893], [3.307829, 1.579914, 0.552487], [6.150621, -0.690247, 0.607642], [5.907093, 1.351105, 0.881615], [5.358212, 0.702925, -0.678477], [4.021686, 0.366620, 2.102706], [3.520355, -0.478442, 0.671445], [2.390142, 1.450211, 0.876368], [7.024002, -0.514216, 0.245277], [3.455325, -2.615763, -1.417103], [4.243362, -3.682078, -0.704453], [4.891642, -3.181140, 0.432061], [4.349232, -1.512555, -1.738535], [2.619458, -2.212741, -0.838192], [3.113916, -2.912186, -2.414293], [4.919059, -4.199252, -1.399202], [3.519569, -4.451506, -0.409553], [5.339514, -2.383452, 0.089382], [3.845458, -0.682075, -1.614277]], "forces_ev_per_a": [[0.4782, -1.1924, -0.1646], [0.1297, -0.3211, 0.7009], [-0.5144, 0.4861, -1.4290], [0.1139, 0.7603, 0.7354], [0.0907, 0.0764, -0.1256], [0.0555, 0.0543, 0.1074], [-0.0528, 0.2265, -0.1022], [-0.1048, -0.3505, -0.0689], [0.0822, -0.0394, 0.5608], [-0.6869, -0.1077, 0.3211], [-1.0114, -0.3125, 0.0963], [0.1900, 1.1910, -0.2363], [0.3873, -0.1520, -3.0228], [0.0186, 0.0280, -0.1597], [0.0929, 0.1991, -0.0519], [0.3741, 0.0463, 0.0204], [-0.0706, 0.0208, -0.1583], [0.0811, -0.6281, -0.1591], [0.3669, -0.1129, -0.0883], [0.2541, -0.6366, -0.1672], [0.0678, 0.1086, -0.2998], [0.0616, -0.2191, 0.0760], [-0.7295, -1.1455, -0.5118], [-0.4773, 0.3736, -0.2761], [0.6710, 0.7139, 0.4474], [0.1739, -0.0402, 0.1264], [0.0978, 0.2087, 0.0368], [0.0622, 0.0579, 0.0434], [-0.0149, 0.3507, 0.0542], [0.1111, 0.0008, 0.0361], [-0.6682, 0.4193, 0.6659], [-0.2223, 0.1289, 0.0234], [-0.0001, -0.1278, -0.0897], [-0.4792, -0.3890, -0.2902], [0.1027, -0.0119, 0.0932], [-0.1626, 0.2008, -0.3140], [0.5424, 0.0228, -0.6271], [0.5545, -0.0502, -0.0644], [0.8582, -0.7783, -0.2262], [0.1370, 0.2673, 0.1017], [-0.2647, 0.0867, -0.0630], [0.0871, -0.1964, 0.1402], [-0.0088, -0.0916, 0.3829], [0.1525, 0.3356, 0.0904], [-0.4395, -0.3065, 0.2342], [0.6868, -0.2144, -0.5328], [-0.8229, 0.3255, 1.1263], [2.0388, -1.0466, 0.0159], [0.5582, 0.1194, -0.3077], [-0.2866, 0.5741, -0.2599], [-0.1748, -0.2956, 0.3025], [-0.3083, -0.1320, -0.3121], [0.1427, -0.0526, 0.4018], [-0.6391, -0.2332, -0.1771], [0.1109, 0.3349, -0.1468], [-0.9942, 0.4479, -0.0373], [-0.2913, 0.1618, -0.1600], [-0.1357, -0.0779, 0.0731], [-0.1630, -0.7799, -0.0514], [0.3500, 0.3682, 0.0648], [0.4123, -0.3837, 0.0654], [0.0713, 0.0822, 0.0651], [0.3173, 0.2963, -0.5567], [-0.0455, 0.3402, 0.4151], [-0.5212, 0.1818, -0.0721], [-0.0583, -0.0875, 0.0478], [-0.3133, 0.1282, -0.5375], [-0.7345, 0.2534, -0.8011], [-0.3509, 0.1654, 1.1386], [0.1690, -0.0279, -0.4877], [-0.1057, -0.3086, 0.6349], [0.1192, 0.1945, 0.3198], [0.4526, 0.1710, 0.1620], [0.2940, -0.1382, -0.5934], [0.0530, -0.3938, -0.2430], [-0.0471, 0.0207, 0.0527], [0.0269, 0.0638, -0.6037], [0.0902, 0.5089, 0.6590], [-0.9640, -0.0020, -0.1122], [0.9750, 0.1188, 0.3752], [-0.6015, 0.0192, -0.3663], [-0.1471, 0.0754, -0.5766], [-0.1527, 0.0100, 0.0969], [0.3872, 0.1879, -0.1248], [0.2371, -0.0198, 0.0696], [-0.1567, -0.0622, -0.1746], [0.0280, -0.2537, 0.3482], [0.3172, -1.0080, -0.5250], [0.1539, 1.2194, 1.2676], [0.2025, -0.2736, -0.6016], [-0.3768, 0.2417, -0.3107], [-0.4698, 0.0089, 0.2007], [0.3010, 0.2966, -0.0020], [-0.0926, -0.1460, 0.1158], [-0.1467, -0.4617, -0.1185], [0.1422, 0.1698, 0.4751], [0.1460, -0.1241, 0.0862], [0.6408, 0.2416, 0.3487], [-0.1862, -1.1379, -0.0923], [0.1922, 0.5034, 2.5979], [-0.1669, 0.4471, 0.2665], [0.1640, 0.0697, -0.1440], [-0.2318, -0.0515, 0.1314], [0.3203, 0.2474, -0.0727], [0.1008, 0.0649, -0.0169], [-0.8959, 0.3898, 0.9563], [0.0321, -0.2194, 0.0370], [0.7174, 1.4037, -1.3184], [-0.9299, -0.7564, -0.1112], [0.1920, 0.2254, -0.5039], [-0.1217, -0.1736, 0.5731], [-0.0328, -0.3283, 0.1946], [-0.4497, -0.6474, 0.3505], [0.2214, 0.3144, -0.0213], [0.1038, 0.0329, 0.2590], [0.0053, -0.0352, 0.6020], [0.1544, -0.3080, -0.2216]]}